Computed, not measured: a single CH3FOS molecule, with ωB97M-V/def2-TZVPD.

Positions of all 7 atoms, in Å:
O (1.023, -0.908, 0.183)
C (0.241, 0.198, 0.459)
F (0.660, 1.284, -0.198)
S (-1.491, -0.005, -0.006)
H (0.814, -1.194, -0.717)
H (0.033, 0.371, 1.579)
H (-1.279, 0.253, -1.302)

The gap between HOMO and LUMO comes out at 10.54 eV. The energy above the lowest of the compared OMol25 structures with the same formula, charge and spin is 18.9 kJ/mol. The value obtained for the highest occupied orbital energy is -9.78 eV. For the electronic energy, the calculation gives -613.17316 Ha. The structure (SMILES) is O[C@@H](F)S. As for the LUMO energy: 0.757 eV.

natural (NBO) population analysis, charges in e, atoms 1 to 2: -0.69 0.34



Computed, not measured: a molecular structure, C5H5N, with ωB97M-V/def2-TZVPD.

Positions of all 11 atoms, in Å:
C (0.333, -0.645, 0.243)
C (0.999, 1.316, -0.010)
C (0.189, -1.972, 0.050)
N (1.480, 0.072, 0.288)
C (-0.700, 0.409, -0.149)
C (-1.864, 0.800, -0.215)
H (1.606, 1.931, -0.674)
H (0.551, 1.944, 0.761)
H (-0.789, -2.426, 0.054)
H (1.060, -2.576, -0.156)
H (-2.865, 1.147, -0.191)

The gap between HOMO and LUMO (spin up / spin down) comes out at 7.72 / 7.03 eV. The energy above the lowest of the compared OMol25 structures with the same formula, charge and spin is 609.0 kJ/mol. The value obtained for the highest occupied orbital energy (spin up / spin down) is -8.36 / -7.91 eV. For the electronic energy, the calculation gives -248.04307 Ha. As for the LUMO energy (spin up / spin down): -0.639 / -0.877 eV.

natural (NBO) population analysis, charges in e, atoms 1 to 2: 0.09 -0.11



Computed, not measured: a molecular structure, C39H54N6OPS2Sc, with ωB97M-V/def2-TZVPD.

Positions of all 104 atoms, in Å:
Sc (0.177, -1.402, -0.356)
C (-1.209, -4.888, -4.864)
S (-1.430, -3.137, -4.786)
C (-0.708, -2.791, -3.269)
S (-0.427, -1.116, -2.964)
N (-0.474, -3.797, -2.410)
N (-0.187, -3.331, -1.134)
C (0.184, -4.241, -0.212)
C (0.324, -3.825, 1.154)
C (0.184, -4.729, 2.233)
C (0.007, -4.335, 3.522)
C (-0.041, -2.935, 3.782)
C (0.314, -2.059, 2.742)
N (0.343, -2.476, 1.438)
H (-0.132, -5.127, -4.854)
H (-1.549, -5.168, -5.866)
H (-1.712, -5.486, -4.099)
H (0.325, -5.315, -0.447)
H (0.257, -5.800, 1.967)
H (-0.190, -5.098, 4.305)
H (-0.352, -2.515, 4.750)
H (0.432, -0.993, 2.961)
C (-2.741, 2.899, -3.340)
C (-1.920, 3.487, -2.147)
C (-1.316, 2.377, -1.253)
C (-2.424, 1.446, -0.746)
C (-3.225, 0.837, -1.863)
C (-2.936, 1.381, -3.259)
P (-1.834, 0.294, 0.603)
C (-1.342, 1.366, 2.094)
C (-2.061, 2.711, 2.162)
C (-1.672, 3.502, 3.367)
C (-0.594, 2.844, 4.258)
C (0.626, 2.395, 3.430)
C (0.194, 1.574, 2.153)
C (-3.316, -0.651, 1.320)
C (-4.713, 0.053, 1.296)
C (-5.874, -0.762, 0.766)
C (-5.810, -2.163, 1.304)
C (-4.482, -2.872, 1.028)
C (-3.374, -1.947, 0.463)
H (-2.225, 3.230, -4.248)
H (-3.700, 3.392, -3.330)
H (-2.576, 4.112, -1.559)
H (-1.128, 4.157, -2.552)
H (-0.767, 2.786, -0.425)
H (-0.615, 1.706, -1.857)
H (-3.137, 2.073, -0.198)
H (-4.299, 1.036, -1.625)
H (-3.221, -0.254, -1.965)
H (-3.679, 1.014, -3.990)
H (-2.008, 0.867, -3.604)
H (-1.569, 0.738, 2.946)
H (-3.154, 2.521, 2.223)
H (-1.796, 3.147, 1.171)
H (-2.548, 3.748, 3.997)
H (-1.238, 4.500, 3.091)
H (-1.089, 1.996, 4.736)
H (-0.302, 3.566, 5.019)
H (1.231, 1.667, 4.035)
H (1.213, 3.278, 3.132)
H (0.669, 0.615, 2.170)
H (0.463, 2.052, 1.181)
H (-3.083, -0.895, 2.366)
H (-4.711, 1.046, 0.840)
H (-5.002, 0.343, 2.318)
H (-5.905, -0.791, -0.344)
H (-6.847, -0.229, 0.977)
H (-6.656, -2.738, 0.879)
H (-6.023, -2.104, 2.412)
H (-4.651, -3.633, 0.263)
H (-4.069, -3.431, 1.896)
H (-3.677, -1.632, -0.542)
H (-2.409, -2.512, 0.472)
C (4.588, 3.885, -3.769)
C (5.075, 3.023, -2.621)
C (5.564, 3.542, -1.404)
C (6.019, 2.723, -0.375)
C (6.014, 1.330, -0.626)
N (6.511, 0.541, 0.513)
C (5.998, 0.326, 1.805)
O (6.750, 0.228, 2.738)
N (4.577, 0.162, 1.832)
C (3.833, -0.532, 0.865)
C (4.389, -1.750, 0.381)
C (3.769, -2.337, -0.714)
C (2.695, -1.743, -1.322)
N (2.102, -0.688, -0.773)
C (2.714, -0.046, 0.275)
C (5.675, 0.792, -1.848)
C (5.199, 1.647, -2.845)
H (4.747, 4.962, -3.625)
H (3.528, 3.663, -4.018)
H (5.142, 3.662, -4.710)
H (5.444, 4.666, -1.268)
H (6.408, 3.068, 0.615)
H (7.528, 0.490, 0.609)
H (4.135, 0.322, 2.777)
H (5.281, -2.100, 0.838)
H (4.027, -3.355, -0.959)
H (2.343, -2.052, -2.324)
H (2.335, 0.917, 0.619)
H (5.810, -0.263, -1.918)
H (4.989, 1.340, -3.858)

The gap between HOMO and LUMO (spin up / spin down) comes out at 5.79 / 5.80 eV. The energy above the lowest of the compared OMol25 structures with the same formula, charge and spin is 93.3 kJ/mol. The value obtained for the highest occupied orbital energy (spin up / spin down) is -13.17 / -13.17 eV. For the electronic energy, the calculation gives -3820.26956 Ha. As for the total charge: +2. As for the LUMO energy (spin up / spin down): -7.376 / -7.375 eV.

Mulliken population analysis, charges in e, atoms 1 to 2: -1.41 -0.83



Computed, not measured: a molecular structure, C34H28Cl2IIrN5O2, with ωB97M-V/def2-TZVPD.

Positions of all 73 atoms, in Å:
Ir (0.713, -0.267, -0.075)
C (-5.969, 6.965, 4.727)
O (-6.294, 5.643, 5.153)
C (-6.225, 4.644, 4.275)
C (-6.556, 3.370, 4.785)
C (-6.494, 2.270, 3.984)
C (-6.079, 2.402, 2.634)
C (-5.807, 3.687, 2.112)
C (-5.876, 4.795, 2.924)
N (-5.962, 1.286, 1.900)
N (-5.617, 1.211, 0.679)
C (-4.456, 0.743, 0.273)
C (-4.288, 0.762, -1.152)
C (-3.099, 0.521, -1.764)
C (-1.965, 0.232, -0.963)
O (-0.805, 0.068, -1.442)
C (-2.128, 0.082, 0.476)
N (-0.998, -0.303, 1.132)
C (-1.084, -0.529, 2.436)
C (-2.286, -0.404, 3.131)
C (-3.426, 0.005, 2.482)
C (-3.355, 0.284, 1.106)
H (-5.991, 7.576, 5.623)
H (-6.710, 7.330, 4.014)
H (-4.971, 6.995, 4.286)
H (-6.879, 3.299, 5.814)
H (-6.773, 1.293, 4.352)
H (-5.567, 3.794, 1.063)
H (-5.689, 5.772, 2.507)
H (-5.167, 1.019, -1.727)
H (-2.980, 0.556, -2.836)
H (-0.183, -0.840, 2.944)
H (-2.302, -0.635, 4.187)
H (-4.360, 0.091, 3.013)
Cl (0.063, 2.995, 0.041)
C (1.442, 4.133, -0.007)
Cl (2.929, 3.359, -0.540)
H (1.578, 4.514, 0.998)
H (1.180, 4.919, -0.706)
C (4.338, 2.222, 3.122)
C (4.875, 1.006, 2.720)
C (4.065, 0.047, 2.134)
C (2.718, 0.331, 1.927)
C (2.172, 1.546, 2.319)
C (2.987, 2.482, 2.935)
N (1.866, -0.654, 1.316)
C (1.784, -1.892, 1.989)
C (1.217, -2.995, 1.332)
C (1.012, -4.178, 2.017)
C (1.425, -4.296, 3.337)
C (2.011, -3.216, 3.991)
C (2.181, -2.015, 3.334)
H (4.972, 2.964, 3.586)
H (5.924, 0.797, 2.873)
H (4.476, -0.898, 1.809)
H (1.115, 1.729, 2.189)
H (2.564, 3.417, 3.277)
H (0.984, -2.918, 0.278)
H (0.572, -5.023, 1.506)
H (1.305, -5.236, 3.858)
H (2.319, -3.311, 5.023)
H (2.577, -1.163, 3.866)
I (3.792, -2.308, -0.976)
C (3.079, -0.705, -2.074)
C (3.783, -0.412, -3.233)
C (3.358, 0.614, -4.055)
C (2.236, 1.334, -3.683)
C (1.592, 0.999, -2.516)
N (1.984, -0.008, -1.702)
H (4.652, -1.000, -3.483)
H (3.895, 0.842, -4.965)
H (1.857, 2.150, -4.280)
H (0.723, 1.548, -2.194)

The gap between HOMO and LUMO (spin up / spin down) comes out at 4.64 / 6.10 eV. The value obtained for the highest occupied orbital energy (spin up / spin down) is -12.01 / -13.44 eV. For the electronic energy, the calculation gives -3058.50339 Ha. The multiplicity is 2. As for the total charge: +2. As for the LUMO energy (spin up / spin down): -7.374 / -7.343 eV.

Mulliken population analysis, charges in e, atoms 1 to 2: 1.28 -0.84



Computed, not measured: a molecular structure, C21H32B3N11O3S, with ωB97M-V/def2-TZVPD.

Positions of all 71 atoms, in Å:
S (4.801, -2.925, 1.863)
C (3.696, -1.842, 2.014)
N (2.878, -0.955, 2.117)
B (1.491, -1.355, 2.358)
O (1.139, -2.120, 3.452)
B (0.179, -3.071, 3.134)
O (-0.081, -3.318, 1.791)
B (0.026, -2.260, 0.906)
O (0.497, -1.073, 1.450)
H (-0.385, -3.669, 3.982)
H (-0.222, -2.359, -0.243)
C (1.970, 1.623, -0.022)
C (2.038, 1.478, -1.467)
N (2.092, 1.356, -2.608)
H (0.937, 1.757, 0.289)
H (2.370, 0.729, 0.452)
H (2.544, 2.494, 0.288)
C (-1.395, 3.898, -1.980)
C (-0.581, 3.990, -0.777)
N (0.074, 4.063, 0.162)
H (-1.606, 2.853, -2.203)
H (-2.333, 4.431, -1.832)
H (-0.856, 4.342, -2.817)
C (2.228, 6.383, 1.595)
C (2.142, 7.408, 2.627)
N (2.074, 8.215, 3.441)
H (2.538, 6.820, 0.649)
H (2.959, 5.629, 1.883)
H (1.262, 5.901, 1.458)
C (-3.402, -2.398, 6.593)
C (-2.760, -2.133, 5.315)
N (-2.298, -1.915, 4.287)
H (-4.158, -1.641, 6.794)
H (-3.850, -3.385, 6.503)
H (-2.673, -2.406, 7.400)
C (-2.905, -5.946, 3.869)
C (-3.317, -5.737, 5.250)
N (-3.643, -5.577, 6.339)
H (-3.708, -5.657, 3.191)
H (-2.021, -5.346, 3.652)
H (-2.667, -6.999, 3.723)
C (2.216, -2.166, -3.538)
C (1.918, -2.931, -2.337)
N (1.684, -3.533, -1.388)
H (1.283, -1.854, -4.008)
H (2.792, -1.274, -3.293)
H (2.781, -2.781, -4.237)
C (4.128, 4.013, -3.563)
C (3.730, 4.758, -2.377)
N (3.417, 5.327, -1.431)
H (4.360, 2.988, -3.281)
H (3.305, 4.005, -4.276)
H (5.003, 4.474, -4.019)
C (1.374, 3.754, -6.862)
C (0.954, 4.536, -5.707)
N (0.634, 5.156, -4.796)
H (1.610, 2.737, -6.550)
H (0.574, 3.722, -7.598)
H (2.256, 4.206, -7.314)
C (-1.682, -4.103, -3.715)
C (-1.455, -2.818, -4.364)
N (-1.256, -1.804, -4.864)
H (-2.569, -4.046, -3.086)
H (-1.825, -4.878, -4.465)
H (-0.824, -4.358, -3.092)
C (-4.735, -1.586, 2.644)
C (-5.124, -2.971, 2.421)
N (-5.442, -4.059, 2.241)
H (-4.031, -1.271, 1.876)
H (-5.616, -0.947, 2.609)
H (-4.252, -1.486, 3.614)

The gap between HOMO and LUMO comes out at 10.20 eV. The energy above the lowest of the compared OMol25 structures with the same formula, charge and spin is 0.0 kJ/mol. The value obtained for the highest occupied orbital energy is -9.98 eV. For the electronic energy, the calculation gives -2120.39222 Ha. As for the LUMO energy: 0.222 eV.

Mulliken population analysis, charges in e, atoms 1 to 2: -0.38 0.48